{"formula": "C30H33Br2FN6O4Re", "method": "ωB97M-V with the def2-TZVPD basis set", "elements": ["Re", "C", "C", "N", "C", "C", "C", "O", "O", "C", "O", "C", "C", "C", "F", "C", "C", "C", "N", "C", "C", "N", "C", "C", "H", "H", "H", "H", "H", "H", "H", "H", "H", "H", "H", "H", "H", "H", "H", "H", "H", "H", "Br", "C", "C", "C", "N", "C", "C", "C", "C", "C", "Br", "C", "C", "N", "H", "H", "H", "H", "H", "H", "C", "N", "C", "C", "C", "O", "H", "H", "H", "H", "H", "H", "H", "H", "H"], "xyz": [[0.02730, -0.09550, 0.17150], [4.55050, 6.03680, -1.57100], [4.07850, 5.70440, -0.15660], [2.95110, 4.77020, -0.17530], [3.23910, 3.47130, -0.17420], [2.30280, 2.45280, -0.15170], [2.83540, 1.02830, -0.12220], [4.01320, 0.82860, -0.00520], [1.93270, 0.08900, -0.20770], [0.92740, 2.78050, -0.11440], [-0.03030, 1.93420, 0.02840], [0.61750, 4.18770, -0.21380], [-0.71800, 4.60070, -0.29740], [-1.05080, 5.92070, -0.37430], [-2.35690, 6.19870, -0.43630], [-0.07360, 6.96190, -0.35990], [1.26160, 6.53160, -0.31480], [1.63450, 5.18250, -0.23630], [-0.42610, 8.28210, -0.42300], [0.36190, 9.38880, 0.07630], [0.54880, 10.47720, -0.99730], [-0.70710, 10.64770, -1.79230], [-1.88180, 10.19850, -1.00560], [-1.78210, 8.69090, -0.77830], [5.37060, 6.74880, -1.51240], [3.75480, 6.47060, -2.17420], [4.91810, 5.14230, -2.06930], [3.79920, 6.60360, 0.39310], [4.89880, 5.23310, 0.38900], [4.28640, 3.18900, -0.16540], [-1.50930, 3.86830, -0.30470], [2.03770, 7.27470, -0.37030], [1.34070, 9.06690, 0.42360], [-0.15780, 9.81340, 0.94510], [1.37130, 10.22150, -1.66750], [0.79310, 11.41970, -0.49880], [-0.65880, 10.08980, -2.65760], [-0.81900, 11.62760, -2.08250], [-2.80730, 10.40620, -1.54720], [-1.91060, 10.76320, -0.06920], [-2.07380, 8.15220, -1.68680], [-2.50200, 8.42900, 0.00550], [-6.66490, 0.05820, 0.89640], [-4.79320, -0.02240, 0.67400], [-4.21680, -0.05660, -0.60070], [-2.84330, -0.09290, -0.70650], [-2.02500, -0.10110, 0.35000], [-2.57310, -0.08080, 1.59390], [-3.94400, -0.04170, 1.78530], [-1.57450, -0.09100, 2.66880], [-1.84910, -0.05530, 4.02550], [-0.79640, -0.05180, 4.94780], [-1.13590, 0.04030, 6.79380], [0.51670, -0.11380, 4.45780], [0.71650, -0.15440, 3.09860], [-0.29190, -0.13400, 2.21610], [-4.83060, -0.06340, -1.48600], [-2.36520, -0.11250, -1.67840], [-4.37040, -0.03470, 2.77480], [-2.86700, -0.02730, 4.38330], [1.36010, -0.13380, 5.13070], [1.71910, -0.20980, 2.69390], [-1.85850, -4.15840, -0.09160], [-0.42460, -4.34990, -0.05430], [0.09410, -5.69550, -0.05460], [0.36340, -3.28340, -0.03960], [1.84340, -3.40400, -0.09340], [-0.19990, -2.13730, 0.01220], [-2.36490, -5.11960, -0.09290], [-2.13440, -3.61160, -0.99660], [-2.19050, -3.58150, 0.77510], [-0.72010, -6.41450, -0.05660], [0.69950, -5.88590, 0.83520], [0.70440, -5.88770, -0.94020], [2.19130, -4.42730, -0.15680], [2.29040, -2.93170, 0.78040], [2.21450, -2.85600, -0.96090]], "s_squared": 0.887, "e_homo_ha": [-0.651, -0.650], "multiplicity": 2, "relative_energy_kj_mol": 8.6, "total_charge": 4}

=====

{"formula": "C30H33CdN3O3SSe", "method": "ωB97M-V with the def2-TZVPD basis set", "elements": ["Cd", "C", "O", "C", "C", "O", "C", "C", "O", "C", "H", "H", "H", "H", "H", "H", "H", "H", "H", "H", "H", "H", "H", "H", "S", "C", "N", "C", "C", "C", "C", "C", "C", "H", "H", "H", "H", "H", "C", "C", "C", "C", "C", "C", "N", "C", "C", "C", "C", "C", "C", "H", "H", "H", "H", "H", "H", "H", "H", "H", "H", "Se", "C", "C", "C", "N", "C", "C", "H", "H", "H", "H"], "xyz": [[-0.63627, -0.09152, -0.28422], [-0.69678, -3.30576, -1.43344], [-0.67005, -2.69150, -0.14742], [-1.81614, -3.05791, 0.60929], [-1.72539, -2.42377, 1.97512], [-1.60112, -1.01977, 1.82138], [-1.60582, -0.27386, 3.03690], [-2.04306, 1.13661, 2.74843], [-1.15665, 1.69704, 1.79714], [-1.38284, 3.08579, 1.60724], [-0.73428, -4.39342, -1.32249], [-1.56479, -2.96030, -2.00236], [0.21777, -3.02755, -1.94992], [-2.72341, -2.73789, 0.08080], [-1.85232, -4.14754, 0.72453], [-2.63010, -2.65516, 2.54883], [-0.85948, -2.81957, 2.51935], [-2.29570, -0.73729, 3.74888], [-0.59603, -0.27526, 3.46118], [-3.07073, 1.15135, 2.37219], [-2.00617, 1.70824, 3.68522], [-1.36452, 3.60654, 2.57035], [-0.57677, 3.46001, 0.98005], [-2.35133, 3.25784, 1.12702], [0.61001, -0.15699, -5.43756], [-0.24763, 0.00114, -3.94816], [0.33597, -0.45174, -2.89241], [1.58635, -0.97057, -3.21476], [2.49078, -1.51641, -2.30115], [3.69960, -1.97987, -2.77109], [4.01917, -1.90993, -4.13454], [3.13710, -1.37185, -5.04748], [1.91452, -0.89861, -4.57273], [-1.22800, 0.46012, -3.92740], [2.24654, -1.55462, -1.24701], [4.41522, -2.39443, -2.07349], [4.97548, -2.28249, -4.47729], [3.38722, -1.31663, -6.09835], [4.21570, -2.14092, 1.84608], [2.86058, -2.38605, 2.01683], [1.91364, -1.48962, 1.54811], [2.28294, -0.31883, 0.87441], [3.65926, -0.08724, 0.70044], [4.59975, -0.97992, 1.18473], [1.31101, 0.49784, 0.32239], [1.55014, 1.86082, 0.15854], [2.20941, 2.63433, 1.12727], [2.32323, 4.00661, 0.98747], [1.79017, 4.66324, -0.11679], [1.14652, 3.91084, -1.08852], [1.03457, 2.53483, -0.95656], [4.95578, -2.83746, 2.21656], [2.53253, -3.28428, 2.52729], [0.85892, -1.69041, 1.68478], [3.98153, 0.79275, 0.15873], [5.65161, -0.77142, 1.02845], [2.60695, 2.14684, 2.00825], [2.82533, 4.57505, 1.76131], [1.88070, 5.73645, -0.21780], [0.73106, 4.39312, -1.96514], [0.54779, 1.96298, -1.73965], [-2.82935, 0.03746, -1.58596], [-4.07628, 0.60777, -0.25730], [-4.43629, 1.93849, -0.09541], [-5.35569, 2.27736, 0.88923], [-5.93460, 1.39969, 1.70438], [-5.59296, 0.12197, 1.53679], [-4.68170, -0.31671, 0.59072], [-4.00749, 2.71021, -0.72142], [-5.63633, 3.31634, 1.02883], [-6.07469, -0.59522, 2.19390], [-4.44410, -1.36938, 0.51844]], "e_homo_ha": -0.247, "relative_energy_kj_mol": 8.6}

=====

{"formula": "C30H33CrGe2I2N2O2", "method": "ωB97M-V with the def2-TZVPD basis set", "elements": ["Cr", "C", "C", "N", "C", "C", "C", "O", "C", "C", "N", "C", "C", "C", "C", "C", "C", "I", "C", "O", "H", "H", "H", "H", "H", "H", "H", "H", "H", "H", "H", "H", "I", "C", "H", "H", "C", "Ge", "C", "C", "Ge", "C", "C", "C", "C", "C", "C", "C", "C", "C", "C", "C", "C", "H", "H", "H", "H", "H", "H", "H", "H", "H", "H", "H", "H", "H", "H", "H", "H", "H", "H", "H"], "xyz": [[-1.88413, -12.44423, 12.87301], [2.03878, -13.82355, 10.67873], [2.10907, -12.88256, 11.94538], [3.30108, -12.43276, 12.30545], [3.46443, -11.79045, 13.46148], [2.37029, -11.45292, 14.25777], [2.59319, -10.63624, 15.54186], [2.28292, -11.35650, 16.67099], [1.11295, -11.88726, 13.88133], [0.05817, -11.54237, 14.78812], [-1.18134, -11.91520, 14.75970], [-1.90113, -11.70107, 15.97359], [-1.30611, -11.37676, 17.18794], [-2.06940, -11.10487, 18.29580], [-3.40547, -10.98938, 18.25159], [-4.04172, -11.42609, 17.11189], [-3.28873, -11.80683, 16.04600], [-4.20299, -12.91147, 14.44445], [0.98377, -12.57051, 12.71283], [-0.26930, -12.88727, 12.28525], [2.33572, -14.77695, 11.10159], [2.84702, -13.40856, 10.00508], [1.09112, -13.83038, 10.19333], [4.48147, -11.69256, 13.91061], [1.86625, -9.86291, 15.55639], [3.58963, -10.19612, 15.45028], [2.88906, -12.12407, 16.73410], [0.40361, -10.95173, 15.60925], [-0.29267, -11.61902, 17.42295], [-1.53752, -11.08513, 19.20127], [-3.96229, -10.66800, 19.11468], [-5.18309, -11.50023, 17.08804], [-2.80693, -13.82413, 10.78190], [-2.31160, -10.44918, 12.22487], [-3.41460, -10.42460, 12.37499], [-1.94593, -10.54226, 11.16560], [-3.23319, -5.63341, 12.21568], [-2.63359, -7.18506, 11.19031], [-4.13778, -8.14647, 10.33065], [-1.05977, -6.83519, 10.01439], [-1.75284, -8.67189, 13.02485], [-2.69152, -8.31938, 14.72506], [-2.01809, -8.34546, 15.96526], [-2.59322, -8.08947, 17.20391], [-3.98598, -7.86141, 17.29360], [-4.62838, -7.96597, 16.09376], [-4.06419, -8.14566, 14.86512], [0.22002, -8.63951, 13.08703], [0.95229, -7.77450, 13.89913], [2.31290, -7.63051, 13.69539], [3.01678, -8.31505, 12.68969], [2.28562, -9.19953, 11.97487], [0.93948, -9.35518, 12.13001], [-3.29400, -4.79995, 11.57161], [-2.39958, -5.46404, 12.92520], [-4.14989, -5.79925, 12.74012], [-3.84109, -9.02838, 9.70989], [-4.59260, -7.59126, 9.46584], [-4.90405, -8.30258, 11.07414], [-0.34042, -6.34723, 10.75423], [-1.24823, -6.13206, 9.19010], [-0.88422, -7.83002, 9.54918], [-0.89334, -8.43918, 15.99040], [-1.92253, -8.06993, 18.04222], [-4.55672, -7.72228, 18.19699], [-5.69466, -7.91913, 16.07388], [-4.72673, -8.24134, 13.98775], [0.43189, -7.07421, 14.63814], [2.80722, -6.81771, 14.24448], [4.06577, -8.20914, 12.48599], [2.73460, -9.86816, 11.22927], [0.45260, -10.07243, 11.48074]], "s_squared": 2.487, "e_homo_ha": [-0.403, -0.401], "multiplicity": 3, "total_charge": 1}

=====

{"formula": "C30H33FN4O3PdSSi", "method": "ωB97M-V with the def2-TZVPD basis set", "elements": ["Pd", "C", "C", "C", "C", "C", "C", "C", "F", "C", "C", "C", "O", "C", "C", "N", "C", "C", "O", "O", "H", "H", "H", "H", "H", "H", "H", "H", "H", "H", "H", "C", "Si", "C", "C", "N", "C", "C", "C", "C", "C", "C", "H", "H", "H", "H", "H", "H", "H", "H", "H", "H", "H", "H", "H", "H", "N", "C", "S", "N", "C", "C", "C", "C", "C", "C", "H", "H", "H", "H", "H", "H", "H", "H"], "xyz": [[-1.81378, -1.10308, 1.14789], [3.10708, 5.38493, -0.08603], [3.92894, 4.12844, 0.17889], [5.18339, 4.14361, -0.68524], [6.02440, 2.90402, -0.44123], [5.19324, 1.67066, -0.66311], [5.77120, 0.48276, -1.06061], [4.98518, -0.64549, -1.24695], [5.60383, -1.79039, -1.63821], [3.63273, -0.62486, -1.04938], [3.02944, 0.57021, -0.64801], [1.54695, 0.54540, -0.41105], [0.92602, -0.46309, -0.68440], [1.00850, 1.78790, 0.13850], [1.83235, 2.85071, 0.23789], [3.16517, 2.90210, -0.08162], [3.79983, 1.72348, -0.46194], [-0.44707, 2.03703, 0.62251], [-0.76256, 3.23896, 0.69464], [-1.11910, 1.04060, 0.95194], [3.76916, 6.25152, -0.03492], [2.30717, 5.53633, 0.63436], [2.66085, 5.34211, -1.08094], [4.24425, 4.13150, 1.23276], [5.74850, 5.05027, -0.45841], [4.88349, 4.19135, -1.73701], [6.40024, 2.92254, 0.58821], [6.89794, 2.88591, -1.09678], [6.84043, 0.42298, -1.22817], [3.01295, -1.50277, -1.18384], [1.37789, 3.76447, 0.59042], [-4.18431, -3.06500, -1.22855], [-3.95201, -1.18972, -1.21156], [-5.35997, -0.46997, -2.27779], [-2.39532, -0.79555, -2.18891], [-3.81623, -0.55397, 0.35029], [-4.76538, -0.04635, 1.16155], [-4.40030, 0.72254, 2.30083], [-5.33991, 1.26130, 3.15411], [-6.70963, 1.08459, 2.94754], [-7.09858, 0.33455, 1.84216], [-6.16658, -0.21670, 0.97969], [-4.36971, -3.44686, -2.23841], [-5.02642, -3.34713, -0.59034], [-3.29374, -3.55350, -0.82490], [-5.13005, -0.64274, -3.33441], [-5.44099, 0.60852, -2.11999], [-6.33671, -0.91355, -2.07222], [-2.38453, -1.32683, -3.14717], [-1.48477, -1.04959, -1.63801], [-2.34951, 0.27927, -2.38630], [-3.34215, 0.90364, 2.45610], [-4.99802, 1.84802, 4.00234], [-7.44111, 1.51258, 3.62315], [-8.15519, 0.16424, 1.65119], [-6.51380, -0.81803, 0.14685], [0.05607, -1.22105, 3.36233], [-0.29663, -1.98277, 2.16323], [-1.66652, -3.09400, 2.27942], [0.95299, -2.44054, 1.63221], [1.20434, -3.18333, 0.51368], [0.25692, -3.40408, -0.50020], [0.60007, -4.12554, -1.62603], [1.87331, -4.66468, -1.79668], [2.80953, -4.46390, -0.79082], [2.48242, -3.74373, 0.34512], [-0.79875, -1.14063, 3.90155], [0.26953, -0.27562, 3.04558], [1.68395, -2.41163, 2.32557], [-0.73142, -2.98106, -0.39042], [-0.14927, -4.25976, -2.39860], [2.12801, -5.22155, -2.68998], [3.81296, -4.86401, -0.89141], [3.22878, -3.58598, 1.11804]], "e_homo_ha": -0.033, "total_charge": -2}